The following is a DFT calculation (the ωB97M-V functional and the def2-TZVPD basis) of a cluster of 5 separate species, C40H80N4O13 in total.

* largest force on an atom: 9.3 eV/A
* HOMO: -8.5 eV
* gap between HOMO and LUMO: 7.94 eV
* multiplicity: 1
* SMILES string: COCCCC[C@@H]1OC(=O)O[C@H]1CC(=O)c1ccccc1.COCCNCCOC.COCCNCCOC.COCCNCCOC.COCCNCCOC

CARTESIAN COORDINATES (ANGSTROEM)
C1 -1.78779 5.02250 6.76510
O1 -2.25833 6.12300 5.91286
C2 -1.33801 6.41633 4.80490
C3 -1.90780 5.88353 3.32566
C4 -2.48045 4.33303 3.46003
C5 -3.18200 3.76859 2.07654
C6 -2.11404 3.21516 0.95826
O2 -2.04974 3.91615 -0.36442
C7 -2.06890 2.98175 -1.50339
O3 -1.59062 3.07060 -2.74932
O4 -2.80861 1.76691 -1.12729
C8 -2.78142 1.80015 0.36868
C9 -1.92041 0.53533 0.97340
C10 -1.30665 -0.38571 -0.23610
O5 -2.14795 -1.20096 -0.89710
C11 0.30418 -0.40827 -0.67770
C12 1.44481 0.15304 0.35816
C13 3.03484 0.09235 -0.11468
C14 3.46235 -0.54791 -1.59223
C15 2.29229 -1.10142 -2.60871
C16 0.68174 -1.02387 -2.17203
H1 -2.38038 4.02196 6.53253
H2 -0.64833 4.77378 6.68177
H3 -1.99559 5.26266 7.91499
H4 -0.24479 6.02413 4.94471
H5 -1.25465 7.60370 4.74813
H6 -2.77717 6.62717 3.01497
H7 -1.03547 5.86448 2.51759
H8 -1.67592 3.59465 3.90908
H9 -3.35667 4.38945 4.26651
H10 -3.96314 4.53898 1.61599
H11 -3.83904 2.82866 2.40679
H12 -0.96717 3.14932 1.22966
H13 -3.91164 1.59199 0.61143
H14 -1.07214 0.98732 1.64633
H15 -2.68714 -0.10979 1.62134
H16 1.11288 0.59417 1.39085
H17 3.92294 0.49994 0.56203
H18 4.61486 -0.55632 -1.85152
H19 2.59611 -1.57203 -3.66070
H20 -0.14615 -1.40589 -2.92572
C17 -9.78550 -0.52362 4.21007
O6 -9.53913 0.58556 5.06768
C18 -8.92006 0.21386 6.30495
C19 -7.46684 0.71593 6.35548
N1 -6.61225 -0.03215 5.42762
C20 -5.28634 0.56593 5.23465
C21 -5.22732 1.97115 4.60398
O7 -5.64038 2.01048 3.23738
C22 -7.04385 2.11960 3.04790
H21 -10.41058 -0.17953 3.38160
H22 -8.85153 -0.90890 3.79533
H23 -10.31885 -1.31884 4.73867
H24 -8.98113 -0.86351 6.49378
H25 -9.48473 0.71847 7.09762
H26 -7.08048 0.59852 7.37333
H27 -7.47725 1.77921 6.11154
H28 -7.07073 -0.08217 4.52016
H29 -4.72778 -0.11821 4.58437
H30 -4.76173 0.58143 6.19710
H31 -4.17512 2.27931 4.60312
H32 -5.75631 2.72696 5.19622
H33 -7.53105 2.68949 3.84005
H34 -7.48591 1.12382 2.96181
H35 -7.21907 2.63228 2.09803
C23 9.54127 -2.33317 -5.01081
O8 10.12074 -2.89476 -3.83808
C24 11.21037 -2.12071 -3.32252
C25 10.81909 -1.45373 -1.99267
N2 9.84259 -0.37981 -2.20241
C26 9.23452 0.11477 -0.96200
C27 8.39026 -0.87948 -0.14069
O9 7.17994 -1.28099 -0.78388
C28 7.32742 -2.35522 -1.70138
H36 8.84820 -3.06682 -5.43141
H37 8.97686 -1.42954 -4.77069
H38 10.30641 -2.11096 -5.76009
H39 11.57997 -1.38756 -4.04778
H40 12.02553 -2.82664 -3.12504
H41 11.71536 -1.03691 -1.52146
H42 10.41674 -2.23043 -1.34071
H43 9.09664 -0.72169 -2.80479
H44 8.58593 0.95251 -1.24561
H45 10.02228 0.53095 -0.32325
H46 8.08012 -0.35957 0.77341
H47 8.96451 -1.75087 0.19509
H48 8.11242 -3.05312 -1.40753
H49 7.51510 -1.96425 -2.70453
H50 6.38016 -2.90014 -1.74080
C29 -5.63679 -7.03057 1.75065
O10 -4.44697 -7.12814 2.52608
C30 -3.25668 -7.15698 1.72946
C31 -2.45748 -5.85402 1.90289
N3 -3.14070 -4.72167 1.26897
C32 -2.57065 -3.41649 1.62186
C33 -2.63315 -2.99238 3.10243
O11 -3.95649 -2.74252 3.57798
C34 -4.65744 -3.90051 4.00842
H51 -6.48935 -7.19286 2.41571
H52 -5.73271 -6.03592 1.30991
H53 -5.65936 -7.79320 0.96699
H54 -3.46687 -7.36354 0.67434
H55 -2.64856 -7.98540 2.11121
H56 -1.46799 -5.97550 1.44986
H57 -2.32812 -5.68719 2.97322
H58 -4.11928 -4.72457 1.54928
H59 -3.11740 -2.66881 1.03455
H60 -1.52915 -3.38160 1.28150
H61 -2.10429 -2.03557 3.18547
H62 -2.10082 -3.68312 3.76676
H63 -3.99708 -4.65562 4.43664
H64 -5.23204 -4.31755 3.17757
H65 -5.37537 -3.59693 4.77536
C35 5.02705 -0.56910 -6.55500
O12 4.01093 0.17717 -5.89388
C36 4.41808 1.50942 -5.55988
C37 3.66783 2.53747 -6.42401
N4 4.12039 2.49284 -7.81830
C38 3.26875 3.25406 -8.73930
C39 1.80753 2.79075 -8.90068
O13 1.66975 1.52103 -9.53991
C40 1.79740 0.40539 -8.67011
H66 4.70040 -1.61104 -6.61126
H67 5.17734 -0.20348 -7.57308
H68 5.96802 -0.53118 -5.99878
H69 5.50346 1.64208 -5.62678
H70 4.13205 1.66747 -4.51344
H71 3.84183 3.54111 -6.02210
H72 2.60227 2.31609 -6.34826
H73 4.13700 1.52448 -8.13163
H74 3.74913 3.20059 -9.72381
H75 3.28067 4.30915 -8.44194
H76 1.31346 3.51024 -9.56422
H77 1.24441 2.82048 -7.96054
H78 1.43343 0.61451 -7.66341
H79 2.83809 0.07282 -8.64228
H80 1.20808 -0.41717 -9.08471

Here are the Löwdin charges for atoms 1 to 4, given in e:
1 C -0.14
2 O -0.25
3 C -0.22
4 C -0.16

---

The following is a DFT calculation (the ωB97M-V functional and the def2-TZVPD basis) of a cluster of 10 separate species, C40H80O10 in total.

* largest force on an atom: 3.3 eV/A
* HOMO (alpha / beta): -10.9 / -10.9 eV
* gap between HOMO and LUMO (alpha / beta): 8.12 / 2.03 eV
* multiplicity: 2
* charge: +1
* relative energy (zero: lowest compared OMol25 entry of this formula, charge and spin): 196.0 kJ/mol
* expectation value of S²: 0.754

CARTESIAN COORDINATES (ANGSTROEM)
C1 2.66268 -4.96825 2.90934
C2 1.56448 -5.74870 3.73478
C3 0.55693 -4.59197 4.04852
O1 1.24626 -3.39317 3.91657
C4 2.11864 -3.55941 2.79956
H1 2.77629 -5.32753 1.88655
H2 3.59405 -5.04063 3.47095
H3 2.04551 -6.09311 4.65025
H4 1.16063 -6.62090 3.22071
H5 0.22815 -4.63069 5.08703
H6 -0.39113 -4.52918 3.51434
H7 2.89419 -2.80038 2.69705
H8 1.52229 -3.39381 1.90232
C5 4.71323 4.96624 -0.80531
C6 3.33335 4.79132 -0.20185
C7 2.67186 3.83914 -1.18257
O2 3.74784 3.29607 -1.92885
C8 5.02518 3.58192 -1.30447
H9 5.36377 5.34761 -0.01825
H10 4.73012 5.66680 -1.64020
H11 2.83262 5.75712 -0.13401
H12 3.39110 4.30859 0.77373
H13 1.85449 4.06657 -1.86688
H14 2.31767 2.93660 -0.68449
H15 5.85618 3.50998 -2.00616
H16 5.24083 2.92074 -0.46515
C9 5.45686 -1.44549 1.99670
C10 4.37294 -0.39573 1.94148
C11 3.93907 -0.39108 0.44442
O3 5.19070 -0.89384 -0.22522
C12 6.27229 -1.18057 0.68150
H17 5.09421 -2.47181 2.05389
H18 6.05368 -1.24954 2.88748
H19 4.71923 0.60472 2.20087
H20 3.50322 -0.67002 2.53851
H21 3.52612 0.56899 0.13485
H22 3.21783 -1.18082 0.23413
H23 6.92625 -0.31617 0.79663
H24 6.84020 -2.06960 0.40729
C13 -6.32560 4.55932 -0.34561
C14 -5.13096 3.68420 0.08985
C15 -4.90915 2.62537 -1.03112
O4 -5.03617 3.50273 -2.09475
C16 -6.09830 4.52286 -1.88876
H25 -6.27534 5.52795 0.15173
H26 -7.25780 4.05094 -0.09935
H27 -5.10793 3.12729 1.02656
H28 -4.30941 4.39955 0.05220
H29 -5.59125 1.77540 -1.01150
H30 -3.90155 2.21223 -0.98482
H31 -6.93969 4.18232 -2.49226
H32 -5.84258 5.47722 -2.34910
C17 -1.56935 -1.82507 5.25106
C18 -2.26215 -0.62130 5.93122
C19 -2.29933 0.42077 4.82769
O5 -1.67232 -0.14509 3.68460
C20 -0.73896 -1.06318 4.14476
H33 -2.37480 -2.47170 4.90289
H34 -0.90875 -2.27402 5.99278
H35 -1.78898 -0.25261 6.84133
H36 -3.30172 -0.80679 6.20139
H37 -1.66616 1.27574 5.06481
H38 -3.28980 0.76367 4.52854
H39 0.18438 -0.65197 4.55273
H40 -0.52436 -1.65987 3.25819
C21 -4.99656 -2.76021 2.43874
C22 -6.30179 -2.18438 2.98630
C23 -6.60975 -0.93340 2.10788
O6 -5.85275 -1.22487 0.87183
C24 -5.17703 -2.48896 0.95312
H41 -4.84762 -3.81480 2.67057
H42 -4.08010 -2.21993 2.67601
H43 -6.25331 -1.84803 4.02198
H44 -7.10041 -2.92565 2.95767
H45 -6.28343 -0.11312 2.74722
H46 -7.68178 -0.96680 1.91365
H47 -4.26948 -2.29281 0.38217
H48 -5.79737 -3.22147 0.43668
C25 0.23592 -0.00990 -0.02090
C26 -0.96032 0.77504 -0.40389
C27 -2.07331 -0.19449 -0.67091
O7 -1.44636 -1.46728 -0.19677
C28 -0.10255 -1.41215 -0.43912
H49 0.19142 0.11946 1.06048
H50 1.23421 0.36062 -0.25378
H51 -0.57129 1.41135 -1.19878
H52 -1.32112 1.45734 0.36578
H53 -2.36500 -0.30079 -1.71576
H54 -2.96610 0.06755 -0.10313
H55 0.03853 -1.64590 -1.49437
H56 0.56798 -2.17258 -0.03882
C29 -1.46452 5.25050 -1.64410
C30 -0.71904 5.73657 -2.85499
C31 -1.57118 6.81374 -3.54478
O8 -2.32390 7.29622 -2.47571
C32 -2.72354 6.21932 -1.66329
H57 -0.85851 5.52994 -0.78226
H58 -1.56258 4.16532 -1.61439
H59 -0.40601 4.90652 -3.48834
H60 0.17139 6.09794 -2.34056
H61 -2.33514 6.40107 -4.20370
H62 -0.98171 7.56237 -4.07410
H63 -3.67464 5.81473 -2.00946
H64 -2.86703 6.68098 -0.68637
C33 2.63912 -4.57006 -3.01502
C34 1.38119 -4.77643 -2.25770
C35 1.94001 -5.52224 -1.07448
O9 3.10888 -4.75450 -0.80767
C36 3.61344 -4.21245 -1.96547
H65 2.47697 -3.83036 -3.79902
H66 2.94442 -5.52478 -3.44329
H67 0.64509 -5.35213 -2.81880
H68 0.80412 -3.90744 -1.94154
H69 2.25384 -6.55810 -1.20334
H70 1.34710 -5.59035 -0.16239
H71 4.57840 -4.66890 -2.18593
H72 3.49491 -3.13023 -1.91217
C37 3.24420 -1.42111 -5.24905
C38 2.37743 -0.84276 -4.09529
C39 1.74673 0.40903 -4.65817
O10 1.72017 0.09548 -6.08586
C40 2.37456 -1.14153 -6.44085
H73 3.54070 -2.45229 -5.05704
H74 4.13390 -0.82214 -5.44342
H75 3.03902 -0.65009 -3.25073
H76 1.72135 -1.63359 -3.73164
H77 2.34742 1.31342 -4.56148
H78 0.76933 0.52218 -4.18914
H79 2.99452 -1.06941 -7.33446
H80 1.63702 -1.91389 -6.65901

Here are the Löwdin charges for atoms 1 to 4, given in e:
1 C -0.14
2 C -0.10
3 C -0.23
4 O -0.15

---

The following is a DFT calculation (the ωB97M-V functional and the def2-TZVPD basis) of a cluster of 10 separate species, C40H80O20 in total.

* largest force on an atom: 3.4 eV/A
* HOMO: -9.9 eV
* gap between HOMO and LUMO: 10.34 eV
* multiplicity: 1
* relative energy (zero: lowest compared OMol25 entry of this formula, charge and spin): 112.5 kJ/mol
* SMILES string: CCOC(C)=O.CCOC(C)=O.CCOC(C)=O.CCOC(C)=O.CCOC(C)=O.CCOC(C)=O.CCOC(C)=O.CCOC(C)=O.CCOC(C)=O.CCOC(C)=O

CARTESIAN COORDINATES (ANGSTROEM)
C1 2.63857 -2.31621 -0.60659
C2 2.77014 -1.98047 0.91425
O1 3.65295 -2.96281 1.42705
C3 3.81429 -2.86973 2.77466
C4 4.63555 -4.03166 3.33812
O2 3.33068 -1.94857 3.39210
H1 2.24988 -3.31254 -0.70945
H2 3.61756 -2.38801 -1.01133
H3 2.00414 -1.60921 -1.12234
H4 3.14309 -1.01191 1.09866
H5 1.80281 -2.09391 1.43678
H6 5.34146 -4.28189 2.53367
H7 3.94451 -4.87733 3.49096
H8 5.02817 -3.78176 4.34801
C5 7.90711 4.16114 -2.31408
C6 8.47608 2.78271 -2.05194
O3 7.41315 1.96822 -1.54888
C7 7.72744 0.67525 -1.35986
C8 6.46157 -0.05929 -0.98423
O4 8.86536 0.23821 -1.49494
H9 8.74917 4.87336 -2.60266
H10 7.37105 4.47647 -1.44492
H11 7.17026 4.09932 -3.14611
H12 8.86473 2.35505 -2.98299
H13 9.30462 2.74861 -1.33264
H14 5.63980 0.24054 -1.70163
H15 6.13318 0.38442 -0.05672
H16 6.55450 -1.14351 -0.98091
C9 -1.37582 2.89933 -2.12851
C10 -2.57784 3.01433 -1.22676
O5 -2.24079 2.60477 0.16341
C11 -2.97795 3.21497 1.09779
C12 -3.02939 2.52386 2.42557
O6 -3.69973 4.19465 0.85507
H17 -1.73022 3.05708 -3.13351
H18 -1.08141 1.83237 -2.11995
H19 -0.54613 3.59422 -1.87395
H20 -2.89736 4.07665 -1.23916
H21 -3.35492 2.29709 -1.51497
H22 -3.65572 1.65399 2.24084
H23 -3.41267 3.19247 3.18257
H24 -2.00564 2.19001 2.62328
C13 -0.85518 -0.31581 -5.22576
C14 -0.51966 -1.76809 -5.75711
O7 -1.00554 -2.67791 -4.70025
C15 -0.24797 -2.90024 -3.62684
C16 -0.79236 -3.87564 -2.58304
O8 0.82474 -2.40025 -3.45924
H25 -0.57845 0.48295 -5.89223
H26 -0.32504 -0.23593 -4.27232
H27 -1.89800 -0.26913 -4.89657
H28 -0.94751 -2.09835 -6.68028
H29 0.55049 -1.94451 -5.82241
H30 -1.51293 -4.46871 -3.10473
H31 -1.33413 -3.31393 -1.86609
H32 0.10686 -4.37246 -2.22317
C17 -6.33240 -4.23103 -2.37184
C18 -6.17179 -5.52661 -1.60063
O9 -5.08232 -5.54913 -0.68909
C19 -5.27367 -4.90131 0.44799
C20 -4.10984 -5.05991 1.29013
O10 -6.28970 -4.28504 0.67090
H33 -5.42924 -4.11280 -2.98886
H34 -6.50466 -3.38024 -1.73754
H35 -7.18506 -4.39521 -3.04952
H36 -7.06836 -5.83071 -1.08471
H37 -6.04705 -6.29124 -2.35957
H38 -3.52521 -5.91964 0.88578
H39 -4.31321 -5.08884 2.33927
H40 -3.48015 -4.20444 1.11743
C21 5.42555 0.93602 4.38966
C22 4.88286 2.20518 5.04135
O11 3.47687 2.22443 4.93738
C23 3.00642 2.84125 3.85866
C24 1.53245 2.98950 3.84900
O12 3.75753 3.17438 2.93551
H41 6.49098 0.91423 4.66695
H42 5.17207 1.00397 3.32444
H43 4.79366 0.19715 4.86242
H44 5.06899 2.28396 6.12179
H45 5.32589 3.11255 4.62001
H46 1.12526 3.42341 4.79344
H47 1.05722 2.07560 3.62987
H48 1.30325 3.70073 3.00778
C25 -2.07350 -0.80160 -0.54657
C26 -0.94623 -0.58987 0.44706
O13 -0.10502 0.46576 -0.01829
C27 0.80747 0.86733 0.84642
C28 1.57010 2.15116 0.39669
O14 1.13415 0.30791 1.88235
H49 -2.61643 0.15567 -0.75579
H50 -2.77802 -1.42815 0.00598
H51 -1.67849 -1.15765 -1.51614
H52 -1.41608 -0.34388 1.43303
H53 -0.40627 -1.53396 0.59537
H54 1.75701 2.11567 -0.68788
H55 2.41859 2.19033 1.01812
H56 0.94642 3.04120 0.59669
C29 1.90220 -7.10123 1.05674
C30 1.47182 -5.70370 1.01864
O15 1.32503 -5.25921 2.39550
C31 0.45881 -4.21156 2.44481
C32 0.33148 -3.70970 3.84166
O16 -0.07343 -3.77894 1.49156
H57 1.72740 -7.58521 0.07923
H58 1.25429 -7.63999 1.76413
H59 2.94470 -7.22948 1.38077
H60 2.25610 -5.08408 0.59511
H61 0.50421 -5.54969 0.52536
H62 1.28422 -3.70722 4.29454
H63 -0.36276 -4.43474 4.37520
H64 -0.12434 -2.72216 3.77586
C33 -0.31927 6.46394 0.41198
C34 -1.19649 6.98883 -0.68780
O17 -1.50452 8.29031 -0.24848
C35 -1.51173 9.26982 -1.18318
C36 -1.87884 10.58449 -0.58321
O18 -1.11524 9.11048 -2.33063
H65 -0.06729 5.40672 0.20437
H66 -0.82638 6.44565 1.36923
H67 0.57397 7.08446 0.53453
H68 -0.57559 7.16280 -1.57385
H69 -2.06713 6.33950 -0.96966
H70 -1.03895 10.71230 0.14612
H71 -2.85382 10.62354 -0.10017
H72 -1.81932 11.38712 -1.30327
C37 -4.90311 -0.86984 -3.01090
C38 -5.30989 0.02462 -1.89897
O19 -6.19957 -0.73632 -1.03285
C39 -6.13667 -0.40552 0.25011
C40 -7.20334 -1.06792 1.05422
O20 -5.34456 0.45378 0.68690
H73 -5.76927 -1.43476 -3.40296
H74 -4.11129 -1.55535 -2.68641
H75 -4.59408 -0.23309 -3.80437
H76 -4.44314 0.32410 -1.33328
H77 -5.96548 0.77426 -2.30923
H78 -8.15381 -0.98814 0.47035
H79 -7.33125 -0.63039 2.04046
H80 -6.94524 -2.07689 1.10302

Here are the Löwdin charges for atoms 1 to 4, given in e:
1 C -0.02
2 C -0.21
3 O -0.03
4 C -0.52